Arrangement a

Here is a structure of composition C6H14NO from OMol25. Energies are from ωB97M-V/def2-TZVPD.

Atoms and positions in Å:
C -0.099 -3.550 -1.631
C 0.417 -2.298 -0.900
N -0.176 -1.136 -1.502
C -0.592 -0.071 -0.592
C -0.727 -0.346 0.905
C 1.009 3.566 1.717
C 0.201 3.415 0.474
O -1.025 3.592 0.536
H 0.382 -3.623 -2.648
H -1.161 -3.384 -1.799
H 0.045 -4.512 -1.029
H 0.128 -2.564 0.144
H 1.528 -2.292 -0.910
H -1.627 0.241 -0.942
H 0.134 0.770 -0.663
H -0.874 0.656 1.333
H -1.569 -0.989 1.183
H 0.204 -0.669 1.360
H 0.452 3.745 2.628
H 2.089 3.603 1.570
H 0.555 2.457 1.268
H 0.707 3.389 -0.502

Computed properties:
Net charge ... -1
LUMO ... 3.22 eV

These are the Löwdin partial charges, in e, on atoms 1 to 5: -0.193, -0.505, -0.179, -0.434, -0.169

=====

Arrangement b

Here is a structure of composition C6H14NO from OMol25. Energies are from ωB97M-V/def2-TZVPD.

Atoms and positions in Å:
C 4.069 0.149 0.069
C 2.596 0.205 -0.316
N 1.827 -0.390 0.725
C 0.434 -0.314 0.435
C -0.005 -0.936 -0.907
C -3.644 1.216 -0.464
C -2.824 0.475 0.484
O -2.777 -0.720 0.583
H 4.208 0.732 0.985
H 4.305 -0.896 0.269
H 4.747 0.520 -0.707
H 2.437 -0.295 -1.300
H 2.286 1.277 -0.511
H -0.068 -0.871 1.234
H 0.088 0.762 0.508
H -1.038 -1.280 -0.900
H 0.646 -1.793 -1.113
H 0.078 -0.189 -1.707
H -4.347 0.615 -1.017
H -3.863 2.236 -0.197
H -2.535 0.972 -0.830
H -2.327 1.072 1.256

Computed properties:
Net charge ... -1
LUMO ... 3.33 eV

These are the Löwdin partial charges, in e, on atoms 1 to 5: -0.171, -0.506, -0.187, -0.474, -0.159

=====

arrangement b comes first in stability; the runner-up is 0.0442 hartree higher.

=====

Arrangement a

Here is a cluster of 2 separate species, C6H14NO in total from OMol25. Energies are from ωB97M-V/def2-TZVPD.

Atoms and positions in Å:
N 1.036 -2.122 -0.645
C 2.203 -1.643 0.080
C 2.125 -1.404 2.568
C 1.684 -1.022 1.367
H 1.316 -2.178 -1.623
H 0.220 -1.457 -0.541
H 2.843 -0.974 -0.564
H 2.876 -2.542 0.293
H 1.831 -0.965 3.519
H 2.777 -2.264 2.585
H 0.889 -0.346 1.132
C -1.797 0.262 -0.555
O -0.464 0.034 -0.291
C -1.940 1.566 -1.343
C -1.755 2.833 -0.480
H -2.499 0.274 0.321
H -2.206 -0.628 -1.153
H -2.942 1.608 -1.826
H -1.068 1.551 -2.068
H -1.772 3.726 -1.190
H -0.761 2.819 0.123
H -2.595 2.873 0.293

Computed properties:
Net charge ... -1
LUMO ... 4.12 eV

These are the Löwdin partial charges, in e, on atoms 1 to 5: -0.057, -0.336, -0.036, -0.178, 0.041

=====

Arrangement b

Here is a structure of composition C6H14NO from OMol25. Energies are from ωB97M-V/def2-TZVPD.

Atoms and positions in Å:
C 0.719 -1.269 -0.720
C 0.452 0.231 -0.853
C 1.754 1.072 -0.669
O 2.331 0.967 0.514
C -0.532 -2.047 -0.299
N -2.806 -1.106 -0.480
C -0.296 2.050 2.353
C -1.814 -1.700 -1.029
H 1.087 -1.582 -1.697
H 1.519 -1.374 0.016
H -0.130 0.481 -1.739
H -0.222 0.543 -0.039
H 2.375 0.667 -1.537
H 1.479 2.099 -1.040
H -0.674 -1.801 0.760
H -0.388 -3.124 -0.366
H 0.443 1.719 1.616
H -0.566 3.093 2.160
H -1.181 1.416 2.315
H -1.920 -0.405 -0.500
H -1.794 -1.941 -2.109
H 0.166 2.013 3.342

Computed properties:
Net charge ... -1
LUMO ... 3.85 eV

These are the Löwdin partial charges, in e, on atoms 1 to 5: -0.224, -0.248, -0.581, -0.319, -0.207

=====

Arrangement c

Here is a cluster of 2 separate species, C6H14NO in total from OMol25. Energies are from ωB97M-V/def2-TZVPD.

Atoms and positions in Å:
C -0.197 -1.192 -2.562
C 0.134 0.138 -2.403
N -0.293 1.064 -1.457
C 0.609 2.134 -1.102
H -0.875 -1.670 -1.840
H 0.039 -1.652 -3.516
H 0.968 0.505 -3.025
H -0.843 0.727 -0.527
H 0.211 2.782 -0.319
H 1.572 1.715 -0.629
H 0.973 2.621 -1.965
C -0.190 0.604 1.624
O -1.293 0.699 0.776
C 0.463 -0.792 1.564
C -0.651 -1.800 2.014
H -0.518 0.825 2.686
H 0.591 1.335 1.379
H 1.260 -0.857 2.296
H 0.812 -1.045 0.585
H -0.255 -2.800 2.264
H -1.400 -1.921 1.219
H -1.116 -1.418 2.939

Computed properties:
Net charge ... -1
LUMO ... 4.19 eV

These are the Löwdin partial charges, in e, on atoms 1 to 5: -0.076, -0.291, -0.110, -0.175, 0.024

=====

Arrangement d

Here is the ion C6H14NO with charge -1 from OMol25. Energies are from ωB97M-V/def2-TZVPD.

Atoms and positions in Å:
C 0.097 -1.778 2.812
C -1.004 -1.535 1.763
N -0.884 -0.232 1.118
C -0.204 -0.224 -0.301
C 1.295 -0.416 -0.256
C -0.634 1.076 -0.930
C -0.020 1.482 -2.346
O 1.237 1.920 -2.186
H 1.062 -1.524 2.425
H 0.242 -2.825 3.086
H -0.145 -1.176 3.692
H -0.812 -2.311 0.977
H -2.016 -1.651 2.183
H -0.460 0.487 1.691
H -0.706 -1.139 -0.661
H 1.804 -0.140 0.660
H 1.719 -1.343 -0.677
H 1.742 0.376 -0.924
H -0.556 1.919 -0.214
H -1.688 0.885 -1.168
H -0.777 2.244 -2.741
H -0.135 0.654 -3.058

Computed properties:
SMILES string ... CCN[C@H](C)CC[O-]
Net charge ... -1
LUMO ... 3.61 eV

These are the Löwdin partial charges, in e, on atoms 1 to 5: -0.117, -0.305, -0.077, -0.375, -0.087

=====

arrangement c comes first in stability; the runner-up is 0.0116 hartree higher.

=====

Arrangement a

Here is a cluster of 2 separate species, C6H14NO in total from OMol25. Energies are from ωB97M-V/def2-TZVPD.

Atoms and positions in Å:
C -1.230 -0.540 1.043
O -0.071 -0.451 0.303
C -1.182 -1.757 1.933
C -1.041 -3.080 1.191
H -2.117 -0.694 0.343
H -1.500 0.289 1.723
H -2.076 -1.808 2.632
H -0.269 -1.569 2.577
H -1.010 -4.023 1.797
H -0.217 -3.083 0.499
H -1.993 -3.193 0.630
N 2.105 0.407 -1.235
C 1.669 1.665 -0.718
C -0.725 2.231 -1.279
C 0.584 2.199 -1.587
H 1.385 -0.206 -0.936
H 3.015 0.002 -0.945
H 2.462 2.380 -0.756
H 1.349 1.578 0.290
H -1.415 2.740 -2.029
H -1.124 1.617 -0.481
H 0.886 2.418 -2.621

Computed properties:
Net charge ... -1
LUMO ... 4.30 eV

These are the Löwdin partial charges, in e, on atoms 1 to 5: -0.526, -0.336, -0.324, -0.156, 0.092

=====

Arrangement b

Here is the ion C6H14NO with charge -1 from OMol25. Energies are from ωB97M-V/def2-TZVPD.

Atoms and positions in Å:
C 0.797 -2.574 -0.337
C 1.225 -1.121 -0.165
C 0.654 -0.501 1.093
C -0.877 -0.307 1.069
C -1.347 0.718 0.008
N -0.678 2.001 0.160
C 0.029 2.460 -1.124
O 0.689 1.504 -1.720
H 0.863 -3.134 0.596
H 1.412 -3.096 -1.070
H -0.235 -2.685 -0.678
H 0.907 -0.486 -0.996
H 2.317 -1.092 -0.159
H 0.858 -1.105 1.979
H 1.040 0.494 1.337
H -1.399 -1.269 0.945
H -1.158 0.103 2.045
H -1.152 0.294 -0.976
H -2.437 0.824 0.128
H -1.374 2.703 0.394
H -0.764 2.938 -1.781
H 0.629 3.330 -0.748

Computed properties:
SMILES string ... CCCCCNC[O-]
Net charge ... -1
LUMO ... 4.00 eV

These are the Löwdin partial charges, in e, on atoms 1 to 5: -0.132, -0.269, -0.243, -0.218, -0.285

=====

arrangement b comes first in stability; the runner-up is 0.0406 hartree higher.

=====

Arrangement a

Here is the molecule CH2ClFP2 from OMol25. Energies are from ωB97M-V/def2-TZVPD.

Atoms and positions in Å:
F 2.143 -0.613 0.701
P 1.157 -0.580 -0.622
P 0.183 1.388 -0.369
C -0.370 -0.160 0.387
Cl -2.021 -0.816 -0.046
H -0.671 1.282 -1.506
H -0.421 -0.502 1.454

Computed properties:
SMILES string ... FP1#[PH][C@H]1Cl
LUMO ... 0.32 eV

These are the Löwdin partial charges, in e, on atoms 1 to 5: -0.421, 0.690, 0.629, -1.232, 0.408

=====

Arrangement b

Here is the molecule CH2ClFP2 from OMol25. Energies are from ωB97M-V/def2-TZVPD.

Atoms and positions in Å:
F -2.703 0.656 -0.330
P -1.976 -0.674 0.431
P -0.180 0.291 0.489
C 1.219 -0.486 -0.269
Cl 2.868 0.058 0.021
H -0.436 1.643 0.050
H 1.207 -1.489 -0.392

Computed properties:
SMILES string ... FP=[PH]=CCl
LUMO (alpha / beta) ... -1.02 / -1.45 eV

These are the Löwdin partial charges, in e, on atoms 1 to 5: -0.555, 0.527, 0.511, -0.857, 0.475

=====

arrangement a comes first in stability; the runner-up is 0.0817 hartree higher.

=====

Arrangement a

Here is a cluster of 2 separate species, C3H10O2 in total from OMol25. Energies are from ωB97M-V/def2-TZVPD.

Atoms and positions in Å:
C 2.214 0.319 -0.812
C 0.746 -0.167 -0.605
C 0.051 0.688 0.501
O -1.287 0.866 0.280
H 2.893 -0.387 -0.534
H 2.287 0.352 -1.922
H 2.508 1.367 -0.410
H 0.543 -1.202 -0.510
H 0.270 0.134 -1.576
H 0.462 1.701 0.752
H 0.003 0.191 1.475
H -1.591 0.918 -0.673
O -3.221 -1.769 1.578
H -3.354 -0.874 1.441
H -2.525 -2.136 1.015

Computed properties:
SMILES string ... CCCO.O
LUMO ... 0.81 eV

These are the Löwdin partial charges, in e, on atoms 1 to 5: -0.103, -0.197, -0.320, -0.108, 0.016

=====

Arrangement b

Here is a cluster of 3 separate species, C3H10O2 in total from OMol25. Energies are from ωB97M-V/def2-TZVPD.

Atoms and positions in Å:
C 0.892 -1.281 1.394
C 1.715 -0.708 0.518
C 3.168 -1.036 0.379
H -0.140 -0.955 1.460
H 1.107 -2.061 2.099
H 1.207 0.063 -0.084
H 3.632 -1.126 1.348
H 3.676 -0.315 -0.253
H 3.277 -2.014 -0.102
O -2.467 2.616 -0.289
H -2.020 1.787 -0.501
H -2.239 2.812 0.627
O -2.339 -0.046 -1.556
H -1.651 -0.677 -1.793
H -3.094 -0.574 -1.284

Computed properties:
SMILES string ... C=CC.O.O
LUMO ... 0.63 eV

These are the Löwdin partial charges, in e, on atoms 1 to 5: -0.029, -0.244, -0.115, 0.041, 0.049

=====

arrangement b comes first in stability; the runner-up is 0.0162 hartree higher.